A molecular structure, C54H48BrN8O4SeTl, computed with wB97M-V/def2-TZVPD.

Each line ends with the Mulliken charge.
Positions of all 117 atoms, in Å:
Tl (0.14857, 0.50899, 0.09063)  0.22
O (-0.45115, 4.00288, 3.47788)  -0.75
C (-0.12640, 2.93323, 2.96690)  -0.65
N (0.78508, 2.69719, 1.98787)  0.83
C (1.90801, 3.38530, 1.86692)  -0.77
O (2.53195, 3.96045, 2.74395)  -0.77
C (2.56445, 3.20737, 0.50829)  0.21
C (3.70487, 3.93737, 0.22287)  -0.60
C (4.42572, 3.68369, -0.93241)  -0.62
C (3.99045, 2.68047, -1.78257)  -0.76
C (2.80518, 2.03114, -1.42849)  -0.02
N (2.10761, 2.27737, -0.31637)  0.92
C (-0.90928, 1.67534, 3.35372)  1.02
C (-2.19715, 1.77454, 3.88493)  -1.05
C (-2.95155, 0.63273, 4.12217)  -0.45
C (-2.40082, -0.60200, 3.83398)  -0.60
C (-1.10185, -0.59167, 3.35495)  -0.46
N (-0.36343, 0.49390, 3.12482)  0.91
H (4.14312, 4.62423, 0.92522)  0.49
H (5.30022, 4.23935, -1.19117)  0.43
H (4.53623, 2.39543, -2.65560)  0.49
H (2.37017, 1.25258, -2.03875)  0.03
H (-2.57781, 2.77339, 4.04333)  0.53
H (-3.96695, 0.68988, 4.42564)  0.49
H (-2.87927, -1.57331, 3.94397)  0.36
H (-0.62157, -1.54207, 3.10236)  0.20
C (4.26988, -2.42462, -2.80501)  -1.27
C (3.61473, -3.35377, -1.82674)  0.99
C (4.29300, -4.27375, -1.02723)  -0.80
C (3.66117, -4.97968, -0.04290)  -0.98
C (2.32586, -4.80174, 0.16311)  -0.80
C (1.57815, -3.89270, -0.59191)  1.33
C (0.12526, -3.65429, -0.35153)  -1.31
C (2.25047, -3.17267, -1.59368)  -0.61
N (1.54443, -2.16356, -2.29997)  0.32
C (0.84618, -2.50865, -3.32284)  1.16
C (0.72573, -3.92453, -3.84106)  -1.78
C (0.08528, -1.42951, -4.09811)  0.45
C (-0.33060, -1.75549, -5.52307)  -1.99
N (-0.21698, -0.35901, -3.42391)  0.96
C (-0.89619, 0.74507, -4.02475)  -1.14
C (-0.16987, 1.71732, -4.74768)  1.57
C (1.32714, 1.55231, -4.99272)  -1.20
C (-0.82841, 2.85908, -5.20972)  -1.20
C (-2.15388, 3.04775, -4.89641)  -0.90
C (-2.87050, 2.07548, -4.21814)  -0.84
C (-2.24988, 0.92067, -3.75787)  1.52
C (-2.97382, -0.12975, -2.97668)  -1.17
H (5.32607, -2.72382, -2.93397)  0.42
H (4.22145, -1.43618, -2.40597)  0.19
H (3.74453, -2.44860, -3.76321)  0.21
H (5.37152, -4.42670, -1.22949)  0.25
H (4.19207, -5.68033, 0.56745)  0.40
H (1.79231, -5.35187, 0.90834)  0.45
H (-0.19727, -4.14429, 0.57237)  0.41
H (-0.55865, -4.07173, -1.08230)  0.40
H (-0.12227, -2.59446, -0.27645)  -0.09
H (1.20293, -4.63720, -3.13544)  0.43
H (1.22554, -4.05405, -4.78886)  0.42
H (-0.34289, -4.24457, -3.92498)  0.30
H (-1.04037, -2.58902, -5.51278)  0.41
H (0.54791, -2.02977, -6.13812)  0.38
H (-0.81525, -0.89380, -6.02700)  0.40
H (1.83650, 1.51234, -4.03711)  0.08
H (1.67059, 2.44481, -5.51792)  0.45
H (1.49243, 0.65023, -5.62497)  0.21
H (-0.22362, 3.56963, -5.72695)  0.37
H (-2.69950, 3.94781, -5.19263)  0.37
H (-3.90038, 2.30251, -3.92775)  0.30
H (-4.00854, 0.19342, -2.85612)  0.46
H (-2.52102, -0.22643, -2.00457)  -0.10
H (-2.95490, -1.09552, -3.48750)  0.39
N (-4.76339, 6.34955, -1.72196)  -0.70
C (-4.03646, 5.45957, -1.61911)  -0.25
C (-3.16659, 4.34111, -1.43624)  0.64
C (-1.79909, 4.42354, -1.71430)  -0.47
C (-0.95537, 3.39695, -1.37549)  -0.15
C (-1.34094, 2.25158, -0.66452)  -0.38
C (-2.73353, 2.20250, -0.48021)  0.46
C (-3.64469, 3.19444, -0.79154)  -0.44
H (-1.39526, 5.36602, -2.10529)  0.35
H (0.10138, 3.58569, -1.56481)  0.13
H (-3.13461, 1.30081, -0.01143)  -0.27
H (-4.69135, 3.09575, -0.53903)  0.47
C (4.14858, 1.27044, 2.64639)  -1.24
N (3.39716, 0.41232, 3.55217)  0.32
C (3.32492, -0.93479, 3.40260)  -0.46
Se (4.29945, -1.96838, 2.25731)  -0.30
N (2.42647, -1.37529, 4.31278)  0.20
C (1.95074, -0.31704, 5.09482)  0.26
C (1.12354, -0.25447, 6.20179)  -0.92
C (0.89969, 1.02031, 6.71071)  -0.60
C (1.47192, 2.17166, 6.16436)  -0.71
C (2.36097, 2.09743, 5.12660)  -0.64
C (2.58322, 0.82991, 4.59916)  1.20
H (3.79949, 1.04874, 1.62111)  0.33
H (5.20977, 0.99751, 2.68698)  0.35
H (3.97402, 2.28489, 2.93610)  0.42
H (2.17709, -2.31249, 4.37721)  0.17
H (0.60331, -1.10656, 6.60337)  0.40
H (0.25774, 1.11623, 7.57990)  0.34
H (1.22465, 3.15140, 6.58258)  0.33
H (2.80756, 2.97592, 4.73696)  0.51
Br (-5.66759, -0.09212, 1.20501)  -0.16
C (-5.20593, -1.81687, 1.87362)  0.17
C (-5.90192, -2.27285, 3.01700)  -0.38
C (-5.58953, -3.50241, 3.59256)  -0.58
C (-4.56594, -4.22370, 2.98332)  -0.36
C (-3.92338, -3.80917, 1.86130)  -1.02
C (-4.23971, -2.57937, 1.23660)  0.86
C (-3.32199, -2.18282, 0.07966)  0.01
O (-3.23672, -3.00743, -0.86131)  -0.83
O (-2.67452, -1.14333, 0.26987)  0.08
H (-6.60083, -1.66351, 3.53091)  0.43
H (-6.11161, -3.82159, 4.53707)  0.27
H (-4.25876, -5.17699, 3.41421)  0.31
H (-3.15271, -4.39720, 1.41091)  0.41

Cartesian forces, eV/Å:
-0.1 -0.4 0.2
0.2 -0.3 -0.1
0.0 -0.1 0.1
-0.6 0.0 0.1
-0.9 -1.0 -0.5
1.0 1.3 0.7
0.3 0.3 0.4
1.0 0.1 -0.3
-0.6 -0.5 -0.2
-0.9 -0.1 0.6
0.0 0.0 0.1
0.5 0.3 -0.7
-0.5 0.1 0.2
0.0 0.3 -0.1
0.5 0.1 -0.4
0.7 -0.1 -0.1
0.5 -0.5 -0.1
0.0 -0.5 -0.2
-0.4 0.2 0.3
0.5 0.3 0.1
0.1 -0.1 -0.5
0.1 -0.2 -0.2
-0.1 0.0 0.1
-0.8 0.2 0.4
-0.3 0.4 0.0
-0.1 0.2 0.0
0.7 -1.4 -0.2
-0.5 0.2 0.5
1.4 0.5 -1.2
0.2 -0.5 0.1
-1.3 0.7 -0.4
0.5 0.0 -0.3
-0.5 -0.2 0.7
-0.4 0.0 0.5
-0.4 -0.5 -1.4
0.3 0.5 0.5
-0.6 -0.8 1.1
-0.5 1.5 1.6
0.1 0.6 -0.3
0.6 -1.3 -1.6
0.7 0.2 -0.3
0.1 -0.4 0.1
-1.1 -0.1 -0.5
0.4 -1.0 0.7
-0.9 0.5 -0.4
0.0 0.3 0.4
-0.2 -0.2 -0.1
-0.4 0.5 -0.5
-0.4 0.3 -0.1
0.0 0.9 0.1
0.2 0.1 0.0
-0.6 0.1 0.3
0.4 -0.3 0.2
-0.1 -0.3 0.5
0.2 0.2 0.1
0.1 0.0 -0.6
0.1 0.0 0.0
-0.3 0.5 -0.4
0.0 0.1 -0.5
0.8 0.4 -0.1
0.2 0.0 -0.1
-0.4 -0.1 0.3
0.2 -0.4 0.5
0.3 -0.4 0.0
0.2 -0.1 -0.1
0.3 0.5 0.6
0.1 0.6 -0.4
0.4 -0.1 0.0
0.3 -0.3 -0.2
-0.1 -0.2 0.1
0.1 -0.4 0.5
0.0 0.0 0.2
0.1 0.0 -0.1
-0.2 0.2 -0.1
0.1 -0.1 0.5
-0.5 1.0 -0.2
1.1 -0.1 0.5
-0.6 0.5 -0.8
-0.3 -1.2 0.8
0.5 0.2 -0.5
-0.2 -0.4 -0.1
0.0 -0.1 -0.1
0.0 0.1 0.0
-0.1 0.0 0.0
0.1 -1.2 -0.3
0.1 -0.2 -0.2
0.0 0.5 0.0
0.0 -0.1 -0.1
0.1 1.8 0.4
0.6 -0.1 -0.2
-0.1 0.6 -0.3
-0.3 -0.1 0.4
-0.4 0.1 0.9
0.0 -0.9 -0.3
0.0 -0.1 -0.1
0.1 0.4 0.4
-0.2 0.1 0.1
0.0 0.6 -0.1
-0.4 -1.6 0.1
0.0 -0.2 0.1
-0.1 0.0 -0.1
0.1 -0.4 -0.1
0.3 0.5 -0.5
0.0 -0.1 0.0
-0.5 -0.2 0.3
1.0 -0.5 -0.3
-0.2 0.6 0.2
-0.3 -1.4 1.3
-0.3 1.2 -0.9
0.2 -0.5 0.8
0.3 -0.4 -0.6
-0.3 0.2 0.4
0.1 0.5 0.1
-0.7 0.7 0.0
0.7 0.2 -1.2
-0.1 0.1 0.0
0.3 -0.3 -0.2

## Properties
HOMO level = -1.842 eV
Kohn-Sham gap = 5.679 eV
Charge = -2

---

A molecular structure, C2H2FOYb, computed with wB97M-V/def2-TZVPD.

Each line ends with the natural charge from an NBO analysis.
Positions of all 7 atoms, in Å:
C (-0.08089, 0.75698, 0.03699)  0.05
C (-0.43163, -0.59510, 0.28980)  -0.13
F (-1.00542, 1.64456, -0.39330)  -0.33
O (0.47907, -0.02501, -1.00712)  -0.70
H (-1.49439, -0.83627, 0.24837)  0.24
H (0.07618, -1.48773, 0.66101)  0.21
Yb (2.45709, 0.54257, 0.16426)  1.67

Cartesian forces, eV/Å:
3.8 2.8 2.4
-0.9 -1.0 -1.5
-0.3 -0.9 0.3
-1.1 -2.1 0.0
-0.1 -0.1 -1.4
0.5 0.9 0.7
-2.0 0.3 -0.5

## Properties
HOMO level = -11.757 eV
Kohn-Sham gap = 5.861 eV
Charge = +1

---

A molecular structure, C17H42N8OOsPS, computed with wB97M-V/def2-TZVPD.

Each line ends with the Mulliken spin population.
Positions of all 71 atoms, in Å:
Os (0.26783, -1.65580, 0.67107)  2.84
N (5.44065, -1.34800, 1.33254)  0.01
N (4.29824, -1.47469, 0.66928)  0.01
N (4.27734, -1.62353, -0.64106)  0.00
C (2.99049, -1.64384, -0.90537)  0.01
N (2.27801, -1.50697, 0.22654)  -0.05
N (3.13847, -1.40435, 1.24202)  0.00
H (6.27729, -1.56355, 0.81216)  0.00
H (5.41431, -1.41819, 2.33704)  0.00
H (2.57942, -1.74559, -1.89620)  0.00
C (-2.81824, -5.33694, -2.15720)  0.00
N (-2.60076, -4.41429, -1.03750)  0.00
C (-2.26478, -3.14580, -1.03544)  0.02
S (-1.99024, -2.41590, 0.56020)  0.10
N (-2.19944, -2.35152, -2.08810)  -0.01
C (-2.72847, -2.56619, -3.44131)  0.00
H (-2.40294, -6.30338, -1.88025)  0.00
H (-2.32298, -4.99421, -3.05797)  0.00
H (-3.88187, -5.47718, -2.34917)  0.00
H (-2.75229, -4.82113, -0.12535)  0.00
H (-1.86922, -1.42017, -1.89016)  0.00
H (-3.58750, -3.22989, -3.41919)  0.00
H (-1.96910, -2.96664, -4.11143)  0.00
H (-3.06026, -1.60671, -3.82939)  0.00
C (1.55610, 1.65977, -1.85950)  0.03
C (1.34708, 2.42434, -0.54471)  0.03
C (1.21801, 3.92117, -0.78202)  0.00
C (2.54602, 2.13165, 0.36613)  0.00
P (-0.20206, 1.68861, 0.34809)  0.01
N (-0.12292, 0.08934, 0.13694)  0.83
C (-0.20288, 1.98320, 2.25426)  0.05
C (0.15344, 3.43328, 2.56384)  0.01
C (0.78929, 1.01258, 2.90332)  0.01
C (-1.59884, 1.65122, 2.77977)  -0.01
C (-1.86044, 2.27223, -0.47392)  0.04
C (-2.15681, 3.71650, -0.09924)  0.00
C (-1.64834, 2.13090, -1.98065)  0.00
C (-2.97789, 1.31955, -0.03193)  0.01
H (2.57475, 1.84456, -2.20672)  0.00
H (0.89259, 1.98915, -2.65310)  0.00
H (1.43750, 0.58436, -1.71966)  -0.02
H (2.16717, 4.28267, -1.18616)  0.00
H (1.03233, 4.47689, 0.13687)  0.00
H (0.45439, 4.16940, -1.51601)  0.00
H (3.45971, 2.36713, -0.18369)  0.00
H (2.58160, 1.07792, 0.64304)  -0.01
H (2.55258, 2.74511, 1.26358)  0.00
H (1.17732, 3.68840, 2.29978)  0.00
H (0.05275, 3.58618, 3.64105)  0.00
H (-0.52460, 4.13489, 2.07996)  0.00
H (1.82855, 1.25391, 2.69911)  -0.01
H (0.60003, -0.02943, 2.59688)  0.05
H (0.65095, 1.05176, 3.98503)  0.00
H (-2.34281, 2.38083, 2.47284)  0.00
H (-1.56830, 1.67675, 3.87098)  0.00
H (-1.92405, 0.65063, 2.48630)  0.00
H (-1.35065, 4.39745, -0.36538)  0.00
H (-2.40330, 3.83731, 0.95400)  0.00
H (-3.03742, 4.03602, -0.66361)  0.00
H (-0.96895, 2.88164, -2.37604)  0.00
H (-2.60680, 2.28467, -2.48066)  0.00
H (-1.28658, 1.13482, -2.24880)  0.00
H (-3.45790, 1.63806, 0.88795)  0.00
H (-2.63018, 0.29361, 0.08845)  0.00
H (-3.75073, 1.31149, -0.80343)  0.00
C (1.78855, -4.62780, 1.25837)  0.00
O (0.75126, -3.64450, 1.53536)  0.00
H (1.34818, -5.62190, 1.21726)  0.00
H (2.55297, -4.59835, 2.03225)  0.00
H (2.22625, -4.40095, 0.29010)  0.00
H (0.36913, -3.85263, 2.39802)  0.00

Cartesian forces, eV/Å:
-1.1 0.7 -0.2
0.4 0.4 0.2
-0.4 -0.1 -0.1
0.3 0.0 0.0
-0.3 0.1 0.2
0.6 -0.1 -0.4
0.2 0.0 0.1
-0.1 -0.1 -0.1
-0.2 -0.1 0.0
0.0 0.0 0.0
-0.2 -0.2 -0.2
-0.1 -0.1 0.0
0.1 0.0 0.0
0.0 0.2 0.3
0.1 0.0 0.0
-0.1 -0.1 -0.3
0.1 0.1 0.0
0.1 0.0 0.1
0.0 0.1 0.0
0.1 0.0 0.1
-0.1 0.1 0.1
0.0 0.1 0.0
0.0 0.0 0.0
0.0 0.0 0.1
0.0 0.1 -0.1
-0.4 -0.6 0.4
0.0 0.2 0.0
0.1 0.1 -0.1
-0.4 2.3 0.0
0.5 -2.6 0.3
0.1 -0.5 -0.7
0.0 0.1 0.1
0.1 0.3 0.1
0.0 0.0 0.1
0.9 -0.5 0.4
-0.2 0.2 -0.1
-0.1 0.1 -0.1
-0.2 0.1 -0.1
0.0 0.0 0.0
0.0 -0.1 0.0
0.0 0.0 -0.1
0.0 0.0 0.0
0.0 0.0 -0.1
0.0 0.0 0.0
0.0 0.0 0.0
0.1 0.0 0.0
0.0 -0.1 0.0
-0.1 0.0 0.0
0.0 0.0 0.0
0.0 0.0 0.0
0.0 -0.1 0.0
0.0 -0.1 0.1
0.0 0.0 0.0
0.0 -0.1 0.0
0.1 0.0 0.0
-0.1 0.0 0.0
0.0 0.0 0.1
0.0 0.0 0.0
0.0 0.0 0.0
0.0 -0.1 0.0
0.0 0.0 0.0
0.0 0.0 -0.1
0.0 -0.1 0.0
0.0 0.0 0.0
0.0 0.1 0.0
0.3 -0.2 -0.1
0.0 0.4 -0.1
-0.1 0.1 0.0
0.0 0.1 0.0
-0.1 0.1 0.0
-0.2 0.1 0.0

## Properties
HOMO level (alpha / beta) = -17.577 / -17.704 eV
Kohn-Sham gap (alpha / beta) = 8.455 / 5.912 eV
Charge = +3
2S+1 = 5

---

A gas-phase ion, C6H10 (charge +1), computed with wB97M-V/def2-TZVPD.

Each line ends with the Mulliken spin population.
Positions of all 16 atoms, in Å:
C (-1.62385, 1.53026, 0.16687)  0.03
C (-1.34099, -0.00445, -0.03792)  0.03
C (0.09500, -0.23320, -0.40071)  0.22
C (0.66274, 0.18329, -1.57903)  0.50
C (1.57885, -0.65042, 1.43850)  0.02
C (0.98045, -1.15741, 0.36269)  0.07
H (-2.38179, 1.52197, 1.01633)  0.01
H (-2.07113, 1.93751, -0.74473)  0.00
H (-0.79320, 2.04559, 0.62153)  -0.01
H (-1.96102, -0.52508, -0.75371)  0.04
H (-1.62111, -0.48424, 0.89746)  0.00
H (1.66595, -0.01671, -1.84246)  0.02
H (0.01712, 0.52025, -2.38257)  0.03
H (2.30486, -1.21450, 2.11118)  0.01
H (1.38424, 0.44823, 1.54944)  0.00
H (1.17257, -2.20229, 0.12457)  0.02

Cartesian forces, eV/Å:
-2.0 -1.3 0.8
1.4 0.9 1.3
-0.6 -2.5 1.2
-1.1 0.6 -2.0
0.4 0.9 0.4
-0.1 0.1 1.3
0.6 0.3 -1.3
0.4 0.5 0.4
0.4 0.3 -0.5
-0.3 0.2 -0.9
0.6 -0.3 0.1
1.1 0.0 0.1
0.0 0.4 0.0
-1.1 1.0 -1.1
0.5 -1.1 0.8
-0.4 0.2 -0.6

## Properties
HOMO level (alpha / beta) = -15.080 / -15.018 eV
Kohn-Sham gap (alpha / beta) = 9.988 / 6.319 eV
Charge = +1
2S+1 = 2

---

A single C6H10 molecule, computed with wB97M-V/def2-TZVPD.

Each line ends with the natural charge from an NBO analysis.
Positions of all 16 atoms, in Å:
C (-1.13907, -0.00380, -2.14173)  -0.37
C (-0.62656, 0.92524, -1.29088)  -0.19
C (-0.61566, 0.65885, 0.17070)  -0.50
C (0.44284, -0.32062, 0.76591)  0.06
C (1.18188, -1.10309, -0.04134)  -0.45
C (0.70585, -0.14535, 2.21181)  -0.65
H (-0.91830, -1.05180, -2.03632)  0.19
H (-1.67127, 0.33041, -3.03602)  0.19
H (-0.57367, 1.91985, -1.73154)  0.20
H (-0.34100, 1.64664, 0.58422)  0.21
H (-1.49548, 0.48834, 0.79414)  0.23
H (1.91800, -1.66310, 0.52393)  0.20
H (1.03025, -1.04754, -1.10386)  0.21
H (0.75975, 0.93435, 2.39232)  0.22
H (-0.15135, -0.60527, 2.73055)  0.22
H (1.58789, -0.69190, 2.54037)  0.22

Cartesian forces, eV/Å:
0.9 1.3 -0.1
-2.8 -1.9 -1.6
3.0 1.0 2.2
0.4 0.6 -2.6
-0.8 1.0 1.9
-0.9 -0.6 0.1
-0.9 -0.4 0.5
0.8 -0.2 -0.2
-0.2 0.2 0.8
0.3 -0.2 0.2
-0.9 -0.3 -1.1
0.3 -0.4 -0.9
0.3 -0.5 -0.2
0.1 -0.3 0.5
0.2 0.5 0.3
0.1 0.2 0.0

## Properties
HOMO level = -9.114 eV
Kohn-Sham gap = 10.097 eV
Structure (SMILES) = C=CCC(=C)C